C2H4O2S in the gas phase at a distorted geometry, computed with ωB97M-V/def2-TZVPD.

Bonds (Å) are listed after each position.
Positions of all 9 atoms, in Å:
1 C 0.934 -0.707 -0.156  C2 1.507, O3 1.405, H6 1.138, H7 1.151
2 C -0.240 0.039 0.423  C1 1.507, O3 1.335, O4 1.513, S5 1.799
3 O 0.666 -0.543 1.213  C1 1.405, C2 1.335
4 O -0.377 1.537 0.256  C2 1.513, H8 0.973
5 S -1.952 -0.397 0.085  C2 1.799, H9 1.335
6 H 0.595 -1.704 -0.588  C1 1.138
7 H 1.780 -0.010 -0.510  C1 1.151
8 H 0.538 1.792 0.469  O4 0.973
9 H -1.945 -0.007 -1.193  S5 1.335

As for the molar mass: 92.12 g mol⁻¹. Its relative energy (zero: lowest compared OMol25 entry of this formula, charge and spin) is 124.5 kcal/mol. The HOMO energy (alpha / beta) is -4.2 / -10.5 eV. As for the spin multiplicity: 3. For the HOMO-LUMO gap (alpha / beta), the calculation gives 4.8972 / 7.3913 eV.